21
Properties=species:S:1:pos:R:3:forces:R:3 method="wB97M-V/def2-TZVPD" gap_ha=0.1790 charge=-1 lumo_energy_ev=1.6
O 2.9008 -0.5749 -1.7670 -0.16 0.65 2.06
C 3.0519 -0.7191 -3.1232 -0.37 -1.44 -1.79
O 2.1986 -0.1951 -3.8705 -0.01 0.64 0.25
O 3.9721 -1.5009 -3.4503 0.15 0.52 0.43
C 1.8505 0.2973 -1.2782 -0.35 -0.03 -1.20
H 2.0386 1.3033 -1.6908 -0.09 -0.16 0.10
H 0.9047 -0.0557 -1.7167 0.21 0.29 -0.02
C 1.7292 0.2971 0.2164 0.89 -0.15 1.33
H 1.3829 -0.6948 0.5651 -0.45 0.40 -0.06
H 2.7385 0.3126 0.6717 -0.13 0.42 -0.15
O -2.1042 1.1911 1.7642 -1.09 0.92 0.94
C -1.9654 1.0153 0.4335 6.17 -3.03 0.81
C -2.4008 -0.0753 2.3868 -0.11 0.35 -0.01
O -0.8019 1.2613 -0.0218 -4.20 1.49 -0.97
O -2.5605 -0.1176 0.0587 -1.22 -0.11 -0.85
C -2.8103 -0.9500 1.2020 -0.39 -0.02 -0.14
Tl 0.6477 2.6170 1.3085 1.08 -1.01 -0.44
H -3.2088 0.0835 3.1082 0.24 -0.09 -0.10
H -1.4893 -0.4339 2.8865 -0.30 0.14 -0.16
H -3.8755 -1.2069 1.2040 0.26 -0.02 0.04
H -2.1989 -1.8544 1.1130 -0.14 0.23 -0.07


48
Properties=species:S:1:pos:R:3:forces:R:3 method="wB97M-V/def2-TZVPD" gap_ha=0.3725 smiles="CCOCCON(C)C(=O)O.Fc1ccccc1.Fc1ccccc1" lumo_energy_ev=0.7
C 2.9060 5.3534 -1.2330 0.06 -0.06 0.00
C 1.7998 4.5669 -1.8940 -0.10 -0.03 0.02
O 2.3353 3.3253 -2.3301 0.05 0.01 0.02
C 1.5342 2.6392 -3.2595 -0.04 -0.03 0.01
C 0.1877 2.1811 -2.7373 0.06 -0.07 -0.03
O -0.7278 3.2786 -2.7393 -0.08 0.06 -0.01
N -2.0505 2.8321 -2.8902 0.16 0.33 0.20
C -2.7686 3.6752 -3.8438 -0.09 -0.21 -0.01
C -2.7159 2.5291 -1.7161 0.11 0.09 -0.04
O -3.9027 2.3402 -1.6847 -0.26 -0.13 0.03
O -1.8922 2.4458 -0.6552 0.34 -0.27 -0.18
H 3.1928 4.8929 -0.2887 0.02 0.00 0.03
H 2.5833 6.3759 -1.0398 -0.01 0.02 0.04
H 3.7850 5.3753 -1.8765 0.00 0.07 -0.04
H 0.9792 4.3888 -1.1919 -0.05 0.04 -0.02
H 1.3776 5.1109 -2.7479 0.07 0.00 -0.04
H 1.3868 3.2417 -4.1663 -0.03 0.04 0.02
H 2.0995 1.7484 -3.5347 0.04 -0.01 -0.01
H 0.2916 1.7847 -1.7246 -0.02 -0.01 0.03
H -0.2083 1.3946 -3.3831 -0.01 0.01 -0.05
H -2.0276 4.0918 -4.5172 -0.01 -0.02 -0.05
H -3.3146 4.4760 -3.3439 0.05 0.06 0.02
H -3.4787 3.0698 -4.3995 -0.02 -0.01 -0.03
H -2.2271 1.7702 -0.0517 -0.23 0.16 0.07
F -0.8326 -0.0358 0.3449 -0.04 -0.01 0.05
C -0.1506 -0.3687 1.4708 0.00 0.01 -0.06
C 0.8701 -1.2908 1.3686 0.01 -0.03 0.01
C 1.5630 -1.6302 2.5214 0.01 0.04 -0.03
C 1.2323 -1.0482 3.7371 0.00 0.00 0.00
C 0.2025 -0.1215 3.8037 -0.01 0.00 0.00
C -0.5047 0.2294 2.6609 0.01 0.00 0.02
H 1.1077 -1.7287 0.4087 -0.01 0.01 -0.01
H 2.3612 -2.3580 2.4661 -0.01 0.00 0.01
H 1.7716 -1.3243 4.6328 0.00 0.00 0.00
H -0.0596 0.3321 4.7504 0.00 0.00 0.00
H -1.3100 0.9508 2.6896 0.00 0.00 0.00
F 0.4747 -4.2222 3.7504 0.02 -0.07 0.08
C 0.0102 -5.2236 2.9744 -0.02 0.05 -0.05
C -0.8574 -4.9086 1.9477 -0.01 0.00 -0.02
C -1.3301 -5.9390 1.1474 0.00 0.00 0.00
C -0.9357 -7.2493 1.3815 0.00 0.00 0.00
C -0.0621 -7.5329 2.4222 -0.01 0.00 -0.01
C 0.4222 -6.5151 3.2322 0.01 -0.01 0.00
H -1.1488 -3.8788 1.7901 0.01 0.00 0.01
H -2.0108 -5.7138 0.3368 0.00 0.00 0.00
H -1.3089 -8.0477 0.7545 0.00 0.00 0.00
H 0.2463 -8.5532 2.6086 0.00 0.00 0.00
H 1.1048 -6.7097 4.0480 0.00 0.01 0.00